[1]
Here is a molecular structure, C22H24As2I2N2Ti from OMol25. Energies are from wB97M-V/def2-TZVPD.

Values from the calculation:
Electronic energy: -6878.233766 Ha
Orbital gap (alpha / beta): 5.9 / 5.9 eV
Total charge: +2
HOMO (alpha / beta): -13.6 / -13.6 eV

Atoms and positions in Å:
Ti: 0.142 -0.110 0.770
C: 1.337 2.905 -2.114
C: 1.218 1.686 -1.451
N: 0.351 1.502 -0.457
C: -0.459 2.537 -0.093
C: -0.408 3.782 -0.708
C: 0.540 3.954 -1.738
C: -1.318 4.810 -0.282
C: -2.242 4.564 0.669
C: -2.335 3.271 1.290
C: -3.315 2.931 2.244
C: -3.340 1.664 2.768
C: -2.375 0.739 2.371
N: -1.429 1.036 1.486
C: -1.427 2.281 0.933
H: 2.067 3.008 -2.904
H: 1.842 0.845 -1.714
H: 0.626 4.916 -2.231
H: -1.256 5.783 -0.752
H: -2.931 5.339 0.979
H: -4.046 3.668 2.552
H: -4.087 1.371 3.493
H: -2.343 -0.252 2.802
C: -3.612 -0.957 -0.424
As: -1.739 -0.996 -0.883
C: -1.733 0.037 -2.526
C: -1.369 -2.746 -1.589
C: -2.221 -3.344 -2.508
C: -1.844 -4.533 -3.118
C: -0.619 -5.113 -2.815
C: 0.225 -4.525 -1.882
C: -0.157 -3.344 -1.259
As: 0.824 -2.610 0.239
C: 2.487 -3.557 0.336
C: -0.210 -3.524 1.622
H: -4.179 -1.315 -1.280
H: -3.899 0.070 -0.206
H: -3.817 -1.586 0.439
H: -2.516 -0.357 -3.170
H: -0.772 -0.073 -3.022
H: -1.927 1.090 -2.322
H: -3.173 -2.895 -2.762
H: -2.503 -5.000 -3.838
H: -0.323 -6.036 -3.296
H: 1.169 -4.997 -1.644
H: 3.072 -3.388 -0.563
H: 2.251 -4.611 0.460
H: 3.037 -3.190 1.198
H: -0.309 -4.566 1.323
H: -1.199 -3.081 1.715
H: 0.305 -3.448 2.575
I: 0.597 -0.504 3.481
I: 2.920 0.215 1.072

Results of the natural (NBO) charge analysis, in e, for atoms 1 through 8: 0.92, -0.24, 0.13, -0.61, 0.23, -0.09, -0.05, -0.15

[2]
Here is 17 unconnected molecules or ions with the total composition H34O17 from OMol25. Energies are from wB97M-V/def2-TZVPD.

Values from the calculation:
Electronic energy: -1299.488182 Ha
Orbital gap: 9.9 eV
HOMO: -9.7 eV

Atoms and positions in Å:
O: -1.556 2.073 2.028
H: -0.683 1.661 1.882
H: -2.142 1.454 1.626
O: 3.493 -0.289 0.160
H: 3.138 -0.889 0.828
H: 2.902 0.490 0.085
O: 0.267 -0.030 -0.105
H: -0.562 -0.441 -0.062
H: 0.532 -0.398 -0.977
O: -0.696 -3.221 1.832
H: -0.411 -4.106 2.124
H: -0.294 -3.155 0.976
O: 0.956 1.123 2.682
H: 1.161 1.352 3.592
H: 0.546 0.259 2.703
O: -1.242 -0.994 3.059
H: -1.579 -1.349 3.875
H: -1.011 -1.797 2.535
O: 1.250 -0.964 -2.408
H: 0.980 -1.039 -3.321
H: 1.830 -0.184 -2.370
O: -1.850 -0.739 -3.057
H: -1.321 0.034 -3.233
H: -2.711 -0.614 -3.532
O: -3.231 0.001 1.718
H: -3.837 -0.707 1.794
H: -2.501 -0.407 2.176
O: -2.036 -1.397 -0.358
H: -2.219 -1.133 -1.219
H: -2.544 -0.679 0.003
O: 0.300 3.004 -1.052
H: -0.091 3.752 -0.637
H: 0.757 2.588 -0.308
O: 0.695 -3.423 -0.511
H: 0.642 -4.348 -0.328
H: 0.251 -3.209 -1.328
O: 2.177 2.096 0.607
H: 1.732 1.806 1.397
H: 2.937 2.537 1.001
O: 1.697 -1.642 1.728
H: 1.244 -1.064 1.134
H: 1.165 -2.399 1.661
O: 2.419 1.420 -2.178
H: 2.746 1.925 -2.914
H: 2.687 1.936 -1.413
O: -0.087 1.299 -3.410
H: -0.456 2.178 -3.688
H: 0.342 1.525 -2.637
O: -2.046 1.684 -0.864
H: -1.145 2.100 -0.950
H: -2.571 2.333 -0.369

Results of the natural (NBO) charge analysis, in e, for atoms 1 through 8: -0.98, 0.47, 0.48, -1.00, 0.49, 0.48, -1.03, 0.49

[3]
Here is C21H15NO7 in the gas phase from OMol25. Energies are from wB97M-V/def2-TZVPD.

Values from the calculation:
Electronic energy: -1390.670503 Ha
Orbital gap: 8.8 eV
SMILES: O=C(OCc1nc(-c2ccccc2)oc1COC(=O)c1ccco1)c1ccco1
HOMO: -8.3 eV

Atoms and positions in Å:
O: -2.273 -1.922 1.800
C: -2.143 -2.126 0.612
O: -1.053 -2.652 0.053
C: 0.075 -2.870 0.895
C: 1.019 -1.714 0.853
N: 2.192 -1.790 0.164
C: 2.764 -0.628 0.304
C: 4.035 -0.224 -0.256
C: 4.536 1.059 -0.037
C: 5.753 1.424 -0.579
C: 6.477 0.520 -1.339
C: 5.982 -0.756 -1.560
C: 4.766 -1.132 -1.023
O: 2.042 0.222 1.061
C: 0.927 -0.465 1.411
C: -0.076 0.199 2.289
O: -0.558 1.432 1.744
C: -1.190 1.357 0.563
O: -1.349 0.338 -0.061
C: -1.655 2.681 0.142
C: -1.521 3.915 0.735
C: -2.170 4.828 -0.117
C: -2.649 4.086 -1.160
O: -2.344 2.798 -1.012
C: -3.187 -1.849 -0.371
C: -4.417 -1.263 -0.183
C: -5.001 -1.171 -1.460
C: -4.087 -1.706 -2.324
O: -2.998 -2.116 -1.677
H: -0.271 -3.050 1.920
H: 0.585 -3.748 0.495
H: 3.965 1.758 0.556
H: 6.140 2.418 -0.409
H: 7.428 0.810 -1.761
H: 6.547 -1.459 -2.153
H: 4.359 -2.117 -1.181
H: 0.378 0.490 3.240
H: -0.915 -0.485 2.459
H: -1.021 4.120 1.659
H: -2.270 5.884 0.021
H: -3.205 4.363 -2.035
H: -4.826 -0.945 0.753
H: -5.961 -0.766 -1.706
H: -4.109 -1.842 -3.388

Results of the natural (NBO) charge analysis, in e, for atoms 1 through 8: -0.63, 0.79, -0.48, -0.11, 0.07, -0.45, 0.46, -0.04

[4]
Here is 2 unconnected molecules or ions with the total composition C2H4Si from OMol25. Energies are from wB97M-V/def2-TZVPD.

Values from the calculation:
Electronic energy: -367.917308 Ha
Orbital gap: 9.0 eV
HOMO: -8.7 eV

Atoms and positions in Å:
C: 0.680 -0.796 0.066
C: 0.653 0.489 0.015
Si: -1.121 -0.154 0.029
H: 1.236 -1.656 -0.205
H: 1.659 1.622 0.034
H: -1.551 0.284 -1.325
H: -1.556 0.211 1.386

natural (NBO) analysis output, partial charges in e: -0.54, -0.45, 0.79, 0.23, 0.21, -0.12, -0.12

[5]
Here is a molecular structure, C43H34F4N7O7PS2Ti from OMol25. Energies are from wB97M-V/def2-TZVPD.

Values from the calculation:
Electronic energy: -4955.903641 Ha
Orbital gap (alpha / beta): 5.8 / 5.3 eV
2S+1: 3
Total charge: -2
HOMO (alpha / beta): -2.3 / -4.1 eV

Atoms and positions in Å:
Ti: -1.990 -0.100 -0.706
C: -0.112 -4.415 3.883
C: 1.262 -3.942 3.387
C: 1.558 -2.572 3.998
C: 2.342 -4.919 3.873
C: 1.234 -3.892 1.858
C: 1.216 -5.083 1.122
C: 1.109 -5.082 -0.260
C: 1.020 -3.869 -0.921
S: 0.775 -3.597 -2.641
C: 0.437 -1.911 -2.301
N: 0.853 -1.544 -1.019
C: 1.045 -2.672 -0.208
C: 1.146 -2.682 1.179
C: -0.259 -1.029 -3.180
C: -0.098 -1.187 -4.573
C: -0.689 -0.308 -5.456
C: -1.451 0.749 -4.968
C: -1.654 0.873 -3.599
C: -1.103 -0.004 -2.662
H: -0.125 -4.469 4.975
H: -0.357 -5.402 3.485
H: -0.892 -3.718 3.571
H: 1.615 -2.666 5.085
H: 0.786 -1.836 3.771
H: 2.514 -2.181 3.640
H: 2.374 -4.916 4.965
H: 3.325 -4.623 3.500
H: 2.151 -5.943 3.552
H: 1.261 -6.035 1.635
H: 1.072 -6.014 -0.810
H: 1.121 -1.740 1.705
H: 0.530 -1.989 -4.948
H: -0.546 -0.436 -6.522
H: -1.915 1.451 -5.650
H: -2.316 1.660 -3.258
O: -3.946 0.005 6.136
C: -4.792 0.107 5.231
O: -6.035 0.158 5.278
C: -4.198 0.187 3.798
C: -5.021 0.274 2.685
C: -4.470 0.309 1.414
N: -3.152 0.269 1.211
C: -2.351 0.206 2.287
C: -2.824 0.162 3.581
C: -0.885 0.166 1.958
O: -0.024 0.114 2.811
O: -0.651 0.186 0.670
H: -6.091 0.303 2.835
H: -5.086 0.364 0.527
H: -2.145 0.101 4.420
F: -1.320 7.402 -1.916
C: -0.246 6.698 -1.539
C: 0.950 7.346 -1.504
F: 0.964 8.638 -1.849
C: 2.169 6.722 -1.128
C: 2.011 5.353 -0.783
C: 0.815 4.706 -0.815
F: 0.796 3.419 -0.460
C: -0.401 5.328 -1.205
C: -1.635 4.648 -1.266
C: -1.762 3.272 -0.975
N: -1.883 2.147 -0.773
C: -2.857 5.261 -1.665
N: -3.872 5.701 -1.990
F: 3.085 4.653 -0.401
C: 3.406 7.392 -1.101
C: 4.633 6.769 -0.736
N: 5.668 6.337 -0.469
C: 3.566 8.765 -1.442
N: 3.779 9.867 -1.703
C: 3.506 -1.065 -4.200
C: 3.150 0.049 -3.240
O: 3.067 -0.484 -1.914
P: 1.770 -0.035 -1.005
O: 2.434 -0.243 0.450
C: 2.732 0.958 1.189
C: 3.326 0.552 2.514
O: -2.142 -1.826 -0.514
C: -2.423 -3.096 0.019
C: -2.869 -4.039 -1.080
H: 3.566 -0.680 -5.220
H: 2.750 -1.849 -4.163
H: 4.468 -1.505 -3.933
H: 2.199 0.510 -3.526
H: 3.917 0.829 -3.248
H: 1.810 1.521 1.335
H: 3.433 1.570 0.613
H: 2.587 0.002 3.096
H: 3.617 1.442 3.075
H: 4.209 -0.071 2.363
H: -3.207 -2.978 0.775
H: -1.524 -3.469 0.518
H: -3.767 -3.658 -1.566
H: -3.085 -5.024 -0.660
H: -2.083 -4.142 -1.829
S: -6.209 -0.566 -2.821
C: -4.833 -0.155 -2.092
N: -3.833 0.156 -1.561

Results of the Löwdin charge analysis, in e, for atoms 1 through 8: 1.02, -0.04, -0.55, -0.05, -0.06, -0.16, -0.05, -0.09

| no. | strongest force on any atom (Eh/bohr) |
| --- | --- |
| 1 | 0.0758 |
| 2 | 0.0826 |
| 3 | 0.0236 |
| 4 | 0.0997 |
| 5 | 0.0037 |